## P
16
Properties=species:S:1:pos:R:3 method="wB97M-V/def2-TZVPD" s2=0.753 e_lumo_ev="-4.62 / -8.72" charge=+1 orbital_gap_ev="9.84 / 5.71" spin_multiplicity=2
C 0.42 1.50 -1.44
C 0.92 0.75 -0.16
C 2.19 0.63 0.14
C -1.73 -1.73 1.03
C -0.67 -1.04 0.27
C -0.32 0.24 0.46
H 0.41 2.62 -1.35
H 0.97 1.25 -2.40
H -0.60 1.16 -1.62
H 3.01 1.27 -0.36
H 2.55 0.00 0.84
H -2.07 -2.68 0.62
H -2.78 -1.29 1.19
H -1.32 -1.87 2.06
H -0.13 -1.70 -0.37
H -0.84 0.90 1.09


## Q
16
Properties=species:S:1:pos:R:3 method="wB97M-V/def2-TZVPD" s2=0.755 e_lumo_ev="-4.74 / -8.54" charge=+1 orbital_gap_ev="9.32 / 5.30" spin_multiplicity=2
C -1.21 -0.72 1.60
C -2.03 -1.42 0.71
C 0.30 -0.50 1.35
C 0.56 0.64 0.41
C 0.97 0.37 -0.89
C 1.25 1.33 -2.10
H -1.56 -0.25 2.49
H -3.15 -1.32 0.90
H -1.61 -2.31 0.02
H 0.56 -1.50 0.88
H 0.77 -0.23 2.30
H 0.51 1.72 0.72
H 0.70 -0.70 -1.15
H 2.29 1.80 -2.10
H 0.58 2.27 -2.09
H 1.07 0.85 -3.04


Which structure wins on stability? P wins.